C66H139N5O34S9 | ωB97M-V with the def2-TZVPD basis set

Output
- 2S+1: 4
- Charge: -1
- Calculated total energy: -9013.4655 Eh

Element x y z (Å)
C1 -27.43864 -1.20291 6.31996
C2 -28.91160 -0.69858 6.48001
N1 -28.71556 0.77689 6.55757
C3 -29.20717 1.72120 5.65331
C4 -28.68229 2.96521 5.96796
N2 -27.96240 2.74522 7.12926
C5 -28.02456 1.45407 7.43776
C6 -27.26369 3.85034 7.90813
H1 -26.89650 -0.82081 7.13411
H2 -27.10262 -0.73653 5.38625
H3 -27.18712 -2.23803 6.35389
H4 -29.44978 -1.03169 7.39600
H5 -29.31111 -0.92562 5.51645
H6 -29.81450 1.43592 4.87227
H7 -28.92906 3.92445 5.58109
H8 -27.47867 1.02160 8.23805
H9 -26.19594 3.74874 8.00253
H10 -27.58291 3.75025 8.94040
H11 -27.52732 4.77852 7.40815
C7 -28.99594 6.20198 4.12949
C8 -29.52699 6.32764 2.78047
C9 -28.60708 6.62234 1.60595
O1 -29.07812 6.82965 0.45307
C10 -27.22443 6.62649 1.90677
C11 -26.61257 6.40920 3.08939
C12 -27.58673 6.08904 4.42218
O2 -27.02031 5.89464 5.49768
O3 -25.42733 6.27485 3.39718
O4 -30.77330 6.10560 2.65588
H12 -29.68050 6.02774 4.94450
H13 -26.65410 6.67960 0.97665
C13 -31.68998 7.75031 5.88862
C14 -31.51586 7.35969 7.39963
C15 -30.45018 8.15301 8.07363
C16 -30.50450 8.09032 9.69891
C17 -31.94466 8.33680 10.18421
C18 -33.01183 7.65587 9.41254
N3 -32.82814 7.69085 7.99395
O5 -33.83772 7.48217 7.28181
C19 -32.96851 6.17932 9.82529
C20 -34.44590 8.27405 9.73416
C21 -31.20505 5.89641 7.47197
H14 -30.73316 7.66577 5.36956
H15 -32.06930 8.75758 5.79622
H16 -32.44006 7.02113 5.52857
H17 -29.47104 7.80240 7.71459
H18 -30.50356 9.19134 7.82089
H19 -29.81116 8.84297 10.00769
H20 -30.08321 7.17190 10.08168
H21 -32.08570 9.46174 10.16080
H22 -32.05046 8.16905 11.28554
H23 -33.54343 5.50842 9.22443
H24 -31.91887 5.92398 9.69397
H25 -33.20123 6.13077 10.92546
H26 -35.15379 7.63434 9.21490
H27 -34.50168 8.25493 10.83345
H28 -34.54629 9.32277 9.39261
H29 -32.03843 5.20609 7.22301
H30 -30.82847 5.60143 8.44166
H31 -30.39017 5.76400 6.75596
C22 -31.46215 -0.36211 9.23322
C23 -31.81625 0.98808 9.71066
C24 -33.29580 1.23027 9.39275
C25 -33.81702 2.52369 10.04258
C26 -33.53089 2.49523 11.56159
C27 -32.19099 2.07614 12.09826
N4 -31.62010 1.03885 11.22903
O6 -30.60430 0.35660 11.80610
C28 -31.21100 3.32170 11.95320
C29 -32.28218 1.53248 13.52121
C30 -30.91028 2.03038 9.04317
H32 -31.55612 -0.28006 8.14630
H33 -32.12166 -1.12951 9.64500
H34 -30.42858 -0.61288 9.49759
H35 -33.30253 1.40750 8.33586
H36 -34.01416 0.44205 9.70839
H37 -34.90770 2.49588 9.99946
H38 -33.47825 3.41374 9.47616
H39 -34.37156 1.95343 11.93466
H40 -33.68064 3.47637 11.99158
H41 -31.65164 4.04129 12.65020
H42 -30.19739 3.03497 12.36135
H43 -31.32855 3.70190 10.93367
H44 -32.82826 0.62911 13.64111
H45 -31.24369 1.50561 13.84091
H46 -32.90418 2.23691 14.08315
H47 -30.96309 1.81121 7.98648
H48 -29.84519 1.79147 9.35110
H49 -31.22002 3.00335 9.25901
C31 -21.23096 -0.43057 5.73556
C32 -21.24938 -1.28093 7.03491
C33 -22.17636 -0.57892 7.98493
C34 -23.68250 -0.79664 7.82717
C35 -24.08913 -2.22832 7.59708
C36 -23.37772 -2.97954 6.47527
N5 -21.81734 -2.76936 6.64762
O7 -21.11340 -3.34290 5.80137
C37 -23.44488 -4.43331 6.59605
C38 -23.97163 -2.43055 5.18016
C39 -19.86673 -1.59996 7.46552
H50 -22.14926 -0.25195 5.18287
H51 -20.51013 -0.88093 5.07348
H52 -20.94141 0.59981 6.00615
H53 -21.81614 -1.02486 8.90652
H54 -21.90220 0.46497 8.02621
H55 -24.14761 -0.11498 7.09613
H56 -24.17507 -0.47557 8.77371
H57 -25.17440 -2.28341 7.41722
H58 -23.94640 -2.84221 8.47402
H59 -23.10795 -4.73399 7.59520
H60 -24.47669 -4.83071 6.48858
H61 -22.83434 -4.94255 5.86644
H62 -23.57381 -2.94562 4.30757
H63 -25.02241 -2.64203 5.26601
H64 -23.87596 -1.36437 4.99950
H65 -19.94342 -2.45082 8.15797
H66 -19.51523 -0.77040 8.08483
H67 -19.20995 -1.83496 6.60648
O8 -27.49729 -1.44274 9.49517
S1 -27.98160 -2.76043 9.72825
O9 -29.36076 -3.01187 9.93970
O10 -27.56786 -3.73082 8.43032
C40 -28.62793 -4.25850 7.60966
C41 -28.10111 -5.10480 6.45728
C42 -26.97443 -3.54865 10.94050
H68 -29.05076 -3.35906 7.10110
H69 -29.38610 -4.66102 8.27118
H70 -27.26944 -4.56147 5.92848
H71 -28.91279 -5.12233 5.74174
H72 -27.74107 -6.07477 6.63213
H73 -26.91705 -3.02920 11.89940
H74 -25.95596 -3.49220 10.58544
H75 -27.29292 -4.53487 11.15343
O11 -34.93833 3.40716 4.75624
S2 -34.10855 4.01717 3.82776
O12 -34.01420 3.53987 2.48314
O13 -34.55143 5.52624 3.75325
C43 -33.90354 6.34915 2.68745
C44 -34.24920 7.78488 3.07756
C45 -32.36623 3.87196 4.54037
H76 -34.26933 6.01314 1.69346
H77 -32.79127 6.23948 2.68986
H78 -33.49195 8.09706 3.83247
H79 -35.26687 7.91475 3.47080
H80 -34.24113 8.45217 2.20737
H81 -31.87731 4.75938 4.13822
H82 -31.90680 2.96583 4.23400
H83 -32.45574 3.83851 5.61591
O14 -25.77356 0.99779 10.34048
S3 -26.07318 0.76379 11.74141
O15 -25.77057 -0.56989 12.21734
O16 -25.26798 1.85653 12.68361
C46 -24.75652 3.12167 12.04602
C47 -24.39792 4.12985 13.07558
C48 -27.80664 0.98899 12.05866
H84 -25.57343 3.53864 11.43120
H85 -23.90055 2.89365 11.41315
H86 -23.85784 3.70892 13.89774
H87 -25.28916 4.66785 13.43175
H88 -23.69821 4.82366 12.63994
H89 -28.06307 0.91069 13.11238
H90 -28.36618 0.11157 11.67855
H91 -28.21057 1.94021 11.68422
O17 -24.17011 5.22258 8.85659
S4 -23.27621 5.59983 7.81835
O18 -22.49942 6.76013 8.04335
O19 -22.22946 4.37100 7.73485
C49 -22.74345 3.03588 7.91878
C50 -22.42688 2.71154 9.41003
C51 -23.94247 5.67825 6.19888
H92 -22.09601 2.40646 7.30040
H93 -23.79815 2.95497 7.60649
H94 -22.82946 3.54780 10.00981
H95 -21.36002 2.58260 9.63788
H96 -22.97015 1.83114 9.72095
H97 -24.04690 4.65537 5.79099
H98 -23.25326 6.25651 5.65491
H99 -24.93569 6.10164 6.36418
O20 -26.82537 1.64882 -0.79006
S5 -27.77423 2.66938 -1.00131
O21 -28.44149 2.70075 -2.22589
O22 -28.92409 2.46265 0.16824
C52 -30.03114 3.43992 0.18913
C53 -30.84246 3.22071 1.43522
C54 -27.16364 4.29285 -0.65733
H100 -30.54754 3.23793 -0.73043
H101 -29.57993 4.42485 0.21826
H102 -30.28510 3.23095 2.34817
H103 -31.33678 2.24071 1.39436
H104 -31.53885 4.03515 1.48322
H105 -26.81805 4.35423 0.37261
H106 -27.89889 5.04658 -0.86483
H107 -26.28997 4.51812 -1.32148
O23 -29.23673 -0.93276 3.34287
S6 -28.21623 -1.43859 2.47744
O24 -27.23748 -2.31761 3.03949
O25 -29.00709 -2.08508 1.25835
C55 -28.28964 -2.73264 0.10331
C56 -29.12451 -3.85373 -0.38072
C57 -27.41025 -0.02442 1.78106
H108 -27.34658 -3.04879 0.50887
H109 -28.16327 -1.94126 -0.54512
H110 -30.02286 -3.57247 -0.98634
H111 -29.46982 -4.47673 0.44582
H112 -28.45973 -4.49173 -0.93498
H113 -26.60799 -0.26357 1.10236
H114 -27.02543 0.39650 2.67292
H115 -28.04913 0.71564 1.24733
O26 -28.47217 10.12913 7.18530
S7 -27.03771 10.13102 7.26773
O27 -26.38723 11.38057 7.40833
O28 -26.64149 9.14243 8.42288
C58 -25.22560 9.30515 8.92855
C59 -25.30170 10.12807 10.20108
C60 -26.40248 9.35037 5.86941
H116 -24.58724 9.76566 8.17814
H117 -24.87261 8.31089 9.13271
H118 -24.46934 9.80434 10.78617
H119 -26.22829 9.90851 10.69593
H120 -25.26047 11.15869 9.94058
H121 -26.80521 8.35369 5.69149
H122 -25.29855 9.30276 5.87519
H123 -26.62129 10.05363 5.08327
O29 -34.26930 -0.85813 6.32496
S8 -33.20852 -0.18611 5.60473
O30 -32.42074 0.84948 6.13460
O31 -32.16417 -1.23951 5.01799
C61 -32.40623 -2.64872 5.06975
C62 -31.36593 -3.34823 4.30460
C63 -33.95987 0.40131 4.08227
H124 -33.38573 -2.81734 4.65865
H125 -32.49462 -2.98718 6.11527
H126 -31.27203 -4.38860 4.55922
H127 -30.36469 -2.97193 4.58631
H128 -31.42914 -3.24744 3.21020
H129 -34.56432 -0.38284 3.64375
H130 -33.12757 0.65904 3.38370
H131 -34.53128 1.30766 4.32633
O32 -25.77246 1.57231 5.65849
S9 -25.02103 2.04174 4.52143
O33 -23.75926 2.73391 4.51237
O34 -24.84325 0.78786 3.53900
C64 -23.95245 1.02223 2.35566
C65 -23.54882 -0.31363 1.93909
C66 -26.10150 3.03982 3.62806
H132 -23.16443 1.73315 2.60811
H133 -24.52711 1.56285 1.62455
H134 -23.03399 -0.83056 2.67529
H135 -23.05502 -0.18644 0.99934
H136 -24.48524 -0.81484 1.70066
H137 -27.09373 2.56935 3.60210
H138 -25.72677 3.15288 2.61883
H139 -26.12003 4.10501 4.00142

Forces on the atoms, in the same order (eV/Å):
-0.955 0.884 -0.382
2.124 0.015 0.765
-1.642 0.965 -1.237
1.693 1.006 1.099
-0.921 -2.549 0.905
0.466 1.177 0.227
1.226 0.460 0.647
-0.939 -1.206 -0.116
1.004 0.749 0.940
0.283 -0.348 0.273
-0.626 -0.985 -0.403
0.272 0.082 -0.918
-1.335 0.092 -0.185
-1.154 -0.579 -1.482
0.263 0.628 -0.365
0.328 -0.291 0.666
0.501 -0.359 -0.768
-0.564 0.372 0.081
0.056 0.088 0.178
2.130 -0.460 -0.487
-2.142 -1.045 2.457
-0.230 0.523 -0.760
0.467 -0.623 1.468
-0.724 0.235 -3.244
-0.684 -1.646 4.258
-1.474 1.844 -3.207
-0.056 -0.526 0.882
1.043 0.256 -0.666
1.705 0.662 -0.757
-0.319 -0.064 -0.109
0.401 0.333 0.355
0.205 -1.083 0.945
-0.987 0.973 -1.375
0.754 -0.300 2.241
-0.500 -0.431 -2.242
1.392 2.903 1.168
-2.534 -0.320 0.937
1.141 0.470 -0.351
-1.249 -0.285 -0.522
0.665 0.604 1.777
1.739 -0.287 0.035
0.284 -1.233 -0.501
-0.228 -0.029 0.011
-0.155 0.240 0.002
0.544 0.592 -0.366
-0.224 0.115 0.224
-0.187 0.568 -0.284
0.193 0.704 0.462
-0.043 -0.584 -0.035
-0.067 -0.996 -0.399
0.035 -0.420 -0.817
-0.709 -0.173 -0.280
-0.304 -0.446 0.532
-0.011 -0.301 -1.042
-0.334 0.195 0.370
-0.450 -0.090 -0.346
0.191 -0.604 0.038
0.361 0.654 0.001
0.319 -0.109 0.074
-0.079 -0.392 0.004
0.803 -0.839 -0.367
-0.431 0.442 1.915
-0.326 1.239 0.880
0.383 -0.137 0.161
-0.670 1.227 -0.653
0.808 -0.130 -1.444
2.111 -2.139 1.010
-2.411 1.568 -2.024
-0.929 -1.109 1.757
0.281 1.947 -0.340
1.251 -2.491 0.191
-0.048 -0.540 0.074
0.077 0.038 -0.155
-0.197 -0.033 -0.065
-0.449 -0.472 -0.721
0.972 -0.043 -0.404
0.052 0.315 -0.413
0.003 -0.402 0.595
-0.214 -1.042 0.776
-0.264 0.559 -0.036
0.330 0.330 -0.131
-0.908 0.433 -1.041
0.709 0.038 0.513
0.036 -1.169 -0.402
-0.304 -0.382 0.753
0.508 0.327 0.213
-0.074 0.338 -0.514
-1.137 0.660 -0.092
-0.103 1.540 0.084
0.488 0.219 0.303
-2.264 -1.023 -3.551
0.472 -1.378 1.169
-0.372 0.923 0.674
-0.222 -0.974 0.100
1.518 2.349 0.077
-1.869 3.391 0.449
0.871 -0.823 -0.831
-1.534 -2.088 0.546
0.776 -0.558 -0.473
0.442 0.059 1.083
-0.393 -0.522 0.285
0.280 0.127 -0.516
0.428 -0.416 -0.056
-0.604 0.181 1.019
-0.028 0.239 -0.021
0.413 -0.287 -0.180
0.356 -0.123 -0.458
0.314 0.052 -0.029
0.223 0.060 0.793
0.031 -0.016 -0.150
0.355 0.346 0.006
0.224 0.002 -0.248
0.016 -0.090 -0.116
-0.604 -0.135 -0.306
0.102 0.089 0.347
0.335 0.041 -0.286
0.453 0.118 -0.326
-0.315 0.179 0.716
0.023 0.229 -0.124
0.826 -1.819 -1.365
-0.927 0.152 0.497
0.658 0.708 1.401
-0.154 1.619 -0.701
0.520 2.060 -0.493
0.734 1.029 0.514
-0.191 -0.670 0.396
-0.109 -0.505 -0.222
-0.736 -0.295 0.579
-0.212 -0.320 -0.253
0.255 -1.362 0.702
-0.569 0.539 -0.280
0.241 -0.281 -0.398
-0.386 -1.047 -0.286
-2.671 -1.504 2.299
3.893 0.974 -1.517
-0.207 -0.408 -0.468
1.040 -0.166 -0.141
0.111 0.286 -0.158
0.269 0.190 0.044
-2.071 1.730 -0.450
-0.074 0.203 0.809
-0.912 -0.194 0.164
-0.800 0.124 -0.547
0.304 -0.432 0.161
0.506 -0.176 0.091
0.589 -0.072 0.208
0.107 -0.784 -0.750
-0.108 0.337 0.207
-0.320 0.687 1.001
0.837 -0.772 -0.348
0.066 1.201 0.358
-0.640 -0.385 -1.145
-1.048 -0.712 -0.762
-0.529 0.318 0.526
-0.704 0.014 0.247
0.439 -0.382 -0.030
-0.371 -0.363 0.191
0.139 -0.463 0.660
0.428 -0.149 0.058
0.035 0.500 -0.384
0.620 0.285 0.313
0.616 0.626 -0.566
0.314 -0.420 -0.153
-1.784 -0.266 0.475
1.617 -1.338 -0.150
0.728 1.023 -0.018
-0.146 0.821 -0.840
1.281 -0.050 1.232
-1.055 0.514 -0.293
-1.313 -1.539 1.290
-0.462 0.152 -0.274
0.419 -0.081 0.344
0.418 -0.341 -0.360
-0.270 0.124 -0.424
-0.078 -0.490 0.096
0.058 0.647 0.165
0.511 0.777 -0.898
0.019 0.224 -0.695
1.360 -1.003 0.798
-1.875 1.319 2.546
-1.252 0.158 -2.612
1.705 0.059 -0.622
1.150 -0.365 0.482
-0.298 -1.022 -0.823
1.625 -0.174 -0.321
-0.635 0.333 -0.293
-0.221 0.317 -0.193
0.787 0.293 0.410
-0.217 0.293 -0.050
-0.613 0.213 0.137
-0.158 0.018 0.077
-0.597 0.235 0.091
-0.709 -0.560 0.424
-0.347 -0.096 0.165
-0.374 0.931 -1.150
0.129 -0.414 -0.380
0.227 -0.419 0.126
-0.802 0.111 2.952
-1.039 -0.491 -0.286
-0.758 0.082 -0.825
0.528 -0.376 -0.016
0.395 1.449 -1.799
0.944 -0.052 0.454
0.012 0.190 0.132
0.068 -0.349 -0.715
0.310 -0.416 -0.074
0.677 0.722 0.760
-0.078 -0.863 0.654
0.636 -0.140 0.253
-1.621 -0.718 -0.465
0.897 1.128 0.507
1.311 0.168 0.388
-1.316 0.143 0.188
0.107 -0.801 -1.108
1.183 -0.310 -0.816
-0.190 -0.028 -0.146
-0.080 -0.527 -0.114
0.586 0.203 0.770
-0.356 -0.121 0.409
0.068 0.908 0.112
-0.192 0.125 0.084
-0.458 -0.054 0.408
-0.384 -0.001 -0.570
1.272 0.311 0.198
-2.604 -1.552 -2.527
1.029 1.225 1.138
0.421 0.425 0.495
-1.429 -0.083 0.935
2.190 0.069 -0.651
1.257 0.473 -0.015
-0.553 -0.198 -0.339
0.402 0.244 -0.237
-0.556 -0.642 0.070
-0.400 0.184 -0.177
-0.180 0.081 0.423
-0.150 -0.104 0.118
-0.651 -0.097 0.545
0.060 -0.438 -0.064
1.415 -0.156 0.049
-0.615 0.385 -1.436
-0.007 -0.460 1.420
0.550 0.616 0.268
-0.569 1.387 1.480
-1.689 0.326 -1.800
-1.007 1.430 -0.491
0.171 -0.481 0.441
-0.610 -0.113 -0.540
1.230 -1.006 1.155
0.864 -0.342 -0.512
0.089 -0.562 0.090
0.266 0.300 0.112
0.160 -0.137 -0.296
0.029 -1.139 0.150

These are the Mulliken partial charges, in e, on atoms 1 to 5:
1. C 0.823
2. C 1.596
3. N 1.522
4. C -1.709
5. C 0.550